Here is a structure of composition C2HBr3O2 from OMol25. Energies are from ωB97M-V/def2-TZVPD.

Geometry as XYZ:
```
8
Properties=species:S:1:pos:R:3:forces:R:3
C 0.58046 -0.56140 -0.85164 1.80 0.56 -0.83
C -0.32572 -0.31131 0.23828 -2.33 2.63 2.40
O 0.33294 -0.26942 -1.96778 0.10 -0.76 -0.22
O -1.54895 0.01337 -0.01632 -0.14 -0.30 -2.52
Br 2.26603 -1.13833 -0.10522 0.34 -0.31 -0.94
Br -0.11870 -0.81203 1.96614 0.54 -0.44 1.24
Br 0.85114 2.41852 0.24029 -0.59 -1.47 0.07
H -2.03720 0.66060 0.49625 0.29 0.08 0.79
```
Forces are in eV/Å.

Values from the calculation:
ΔE to the lowest compared entry with this formula, charge and spin = 49.7 kcal/mol
frontier orbital gap (alpha / beta) = 6.09 / 6.09 eV
net charge = 0

---

Here is a cluster of 2 separate species, C2HBrCl2F2 in total from OMol25. Energies are from ωB97M-V/def2-TZVPD.

Geometry as XYZ:
```
8
Properties=species:S:1:pos:R:3:forces:R:3
C -0.33844 0.49995 -0.40126 -1.20 -1.20 0.11
C 0.51997 1.75619 -0.38058 0.40 -2.31 2.94
F 1.02023 1.07505 1.94391 -0.53 0.53 -2.31
F -0.04325 2.85965 -0.08227 1.01 -0.24 -0.80
Cl -0.54379 0.05184 -2.20579 0.24 0.35 1.36
Cl 2.08436 1.59174 -0.94125 -0.76 0.90 0.25
Br -2.09002 0.86033 0.38865 0.47 -0.04 -0.33
H -0.01974 -0.43163 0.20070 0.37 2.01 -1.23
```
Forces are in eV/Å.

Values from the calculation:
ΔE to the lowest compared entry with this formula, charge and spin = 95.5 kcal/mol
frontier orbital gap (alpha / beta) = 7.74 / 7.54 eV
net charge = 0

---

Here is a cluster of 2 separate species, C2HBrClF3 in total from OMol25. Energies are from ωB97M-V/def2-TZVPD.

Geometry as XYZ:
```
8
Properties=species:S:1:pos:R:3:forces:R:3
C 1.33269 1.11185 0.13159 -2.14 -2.43 0.75
C -1.20816 -0.45606 -0.16613 1.31 -0.02 -1.88
F 1.63096 0.98767 1.44505 0.27 0.43 -0.82
F -2.15325 0.41998 -0.47038 -0.04 -0.66 0.94
F -0.83574 -1.02620 -1.36152 -0.50 0.11 1.60
Cl 2.38331 0.17386 -0.85728 0.61 0.26 -0.03
Br -1.37292 -1.70943 1.28872 -0.33 0.68 -0.79
H 0.22311 0.49835 -0.01004 0.81 1.63 0.24
```
Forces are in eV/Å.

Values from the calculation:
ΔE to the lowest compared entry with this formula, charge and spin = 107.0 kcal/mol
frontier orbital gap (alpha / beta) = 7.91 / 8.24 eV
net charge = 0

---

Strongest force on any atom values, unit eV/Å, following the record order: 4.3; 3.8; 3.3.